Entry 1:
{
  "formula": "C11H15N",
  "method": "ωB97M-V/def2-TZVPD",
  "smiles": "Cc1c[nH]c2ccccc12.CC",
  "e_above_lowest_ev": 1.3929,
  "homo_lumo_gap_ev": 8.657,
  "species": ["C", "C", "H", "H", "H", "H", "H", "H", "C", "C", "C", "C", "C", "C", "C", "C", "C", "N", "H", "H", "H", "H", "H", "H", "H", "H", "H"],
  "coordinates": [[-2.80631, 2.11416, -0.38154], [-3.09654, 0.85231, -1.24264], [-1.75771, 2.22994, -0.12074], [-2.85042, 3.00912, -1.01567], [-3.57228, 2.19288, 0.37467], [-2.18953, 0.32498, -1.52616], [-3.64404, 0.23980, -0.51657], [-3.57283, 0.85462, -2.22549], [1.63460, 2.20978, 1.43765], [1.16706, -0.16538, 0.22305], [0.84601, 0.95572, 1.03429], [0.15601, -1.13675, 0.47498], [-0.37311, 0.73296, 1.62333], [1.99832, -0.28448, -0.88702], [1.90611, -1.45919, -1.63050], [0.93086, -2.43017, -1.37988], [0.02758, -2.26318, -0.34670], [-0.80268, -0.54764, 1.27126], [2.71974, 0.42850, -1.26833], [2.60634, -1.67061, -2.43193], [0.98918, -3.30727, -2.00627], [2.49942, 2.39172, 0.80876], [1.86886, 2.04502, 2.48578], [-1.17142, 1.22667, 2.16012], [-1.46953, -1.05754, 1.82182], [-0.66376, -3.04942, -0.05870], [1.02010, 3.09388, 1.28697]],
  "forces_ev_per_a": [[0.1, 0.9, -2.7], [0.7, -0.6, 1.0], [-0.1, -0.8, 0.9], [-0.7, 0.1, 0.0], [0.4, 0.2, 0.6], [0.4, -0.1, 0.5], [0.0, -0.6, -0.8], [-0.7, 0.9, 0.4], [-0.7, -0.9, -1.0], [-0.8, 0.2, 0.0], [-0.7, 2.2, 1.5], [-0.2, 0.5, -1.4], [-0.3, -1.9, -0.6], [0.6, -1.5, -0.8], [0.0, 0.4, 0.1], [0.4, 0.1, 0.5], [0.4, -0.7, 0.6], [0.7, -0.2, 0.1], [-0.1, 0.3, 0.6], [-0.1, 0.3, -0.1], [-0.5, -0.2, 0.1], [0.4, -0.3, 0.2], [0.4, 0.5, 0.0], [0.9, 0.8, 0.4], [-0.2, 0.0, -0.1], [-0.2, 0.1, -0.4], [-0.2, 0.1, 0.4]],
  "lowdin_charge": [-0.158, -0.157, 0.041, 0.057, 0.057, 0.047, 0.055, 0.058, -0.033, -0.144, -0.222, -0.210, -0.071, -0.025, -0.108, -0.105, -0.031, 0.066, 0.108, 0.095, 0.096, 0.065, 0.075, 0.125, 0.146, 0.105, 0.069]
}

=====

Entry 2:
{
  "formula": "C11H15N",
  "method": "ωB97M-V/def2-TZVPD",
  "smiles": "Cc1c[nH]c2ccccc12.CC",
  "e_above_lowest_ev": 0.5519,
  "homo_lumo_gap_ev": 8.764,
  "species": ["C", "C", "C", "C", "C", "C", "C", "C", "C", "N", "H", "H", "H", "H", "H", "H", "H", "H", "H", "C", "C", "H", "H", "H", "H", "H", "H"],
  "coordinates": [[-2.80396, -0.97278, 1.59346], [0.04997, 1.36560, 1.02209], [-1.06032, 0.63325, 0.53373], [-1.68485, 0.02280, 1.69015], [-0.91612, 0.32487, 2.76029], [0.61812, 1.91889, -1.22106], [0.84521, 2.07346, 0.13350], [-0.45385, 1.16409, -1.68626], [-1.26556, 0.43779, -0.82511], [0.10006, 1.18763, 2.37089], [1.18734, 2.48681, -1.94709], [1.74623, 2.55479, 0.50198], [-0.68994, 1.11201, -2.74215], [-2.17066, 0.03354, -1.25372], [0.90703, 1.38133, 2.93776], [-0.86873, -0.11664, 3.74385], [-3.21033, -0.94990, 0.58077], [-3.64599, -0.72416, 2.22692], [-2.51744, -1.98861, 1.84877], [3.04504, -2.67453, -3.20479], [2.41124, -3.45624, -2.07124], [3.10801, -3.22292, -4.13802], [2.51141, -1.73267, -3.35977], [4.04786, -2.33628, -2.95074], [1.93243, -2.86604, -1.28744], [3.13487, -4.09495, -1.55902], [1.60591, -4.12164, -2.38258]],
  "forces_ev_per_a": [[-0.3, 0.4, -0.1], [-0.7, -0.2, -1.1], [-0.1, -0.7, 1.1], [-0.1, -0.8, -0.4], [0.5, 0.1, -0.1], [-0.3, 0.7, -0.1], [1.1, -0.4, 0.3], [-0.3, -0.7, -0.2], [-0.2, 1.9, -0.5], [0.3, 0.0, 0.6], [0.2, -0.1, 0.1], [-0.2, 0.3, -0.1], [0.3, 0.1, -0.1], [0.0, -0.6, 0.3], [-0.1, 0.1, 0.0], [-0.4, 0.2, 0.1], [0.1, -0.2, 0.0], [-0.1, 0.2, 0.3], [0.2, -0.1, -0.1], [0.0, 0.9, 0.3], [-0.3, -0.7, 0.6], [-0.1, -0.1, -0.1], [-0.2, -0.2, -0.3], [0.2, -0.2, 0.1], [0.3, 0.4, -0.1], [0.0, 0.0, -0.1], [0.0, 0.0, -0.4]],
  "lowdin_charge": [-0.043, -0.224, -0.138, -0.224, -0.055, -0.105, -0.029, -0.108, -0.029, 0.068, 0.098, 0.107, 0.096, 0.104, 0.149, 0.122, 0.065, 0.070, 0.077, -0.172, -0.181, 0.059, 0.059, 0.058, 0.059, 0.059, 0.058]
}

=====

Entry 3:
{
  "formula": "C11H15N",
  "method": "ωB97M-V/def2-TZVPD",
  "e_above_lowest_ev": 6.4974,
  "homo_lumo_gap_ev": [8.094, 7.090],
  "species": ["C", "C", "C", "C", "C", "C", "C", "C", "C", "C", "C", "N", "H", "H", "H", "H", "H", "H", "H", "H", "H", "H", "H", "H", "H", "H", "H"],
  "coordinates": [[-0.12924, 1.79500, 1.82130], [-0.50083, -1.35718, 1.10700], [-1.30343, -0.37620, 1.40051], [1.73863, 0.00922, 0.89180], [0.83167, -1.18781, 0.43244], [1.18700, 0.79394, -0.22069], [-1.19176, 1.09532, 1.33237], [0.75264, -0.42367, -0.98966], [-2.38542, 1.70968, 0.65413], [-0.69089, -0.42126, -1.62057], [1.75377, -1.14444, -1.94702], [0.63846, 2.38525, 2.46288], [-0.70280, -2.39230, 1.26755], [-2.39377, -0.77340, 1.58653], [1.63541, 0.33476, 1.90306], [2.90644, -0.15113, 0.71059], [1.13335, -2.25597, 0.40332], [1.74041, 1.67839, -0.56712], [-1.93179, 2.54830, 0.00485], [-3.10988, 2.13390, 1.34855], [-2.80537, 1.03285, -0.07307], [-1.16693, 0.52224, -1.61659], [-1.21859, -1.17035, -1.14586], [-0.58182, -0.65514, -2.68784], [2.76100, -0.98006, -1.55959], [1.70306, -0.55756, -2.89464], [1.33068, -2.19239, -2.00425]],
  "forces_ev_per_a": [[0.5, 1.4, 1.8], [2.9, 0.1, -0.5], [-3.9, 0.6, 1.3], [2.2, -1.8, -0.3], [0.0, -0.6, -0.2], [1.3, 0.4, -1.0], [-1.5, -2.8, -1.6], [-1.5, -1.0, 0.6], [1.9, 2.2, -1.1], [3.1, 0.4, -1.7], [-1.3, 1.4, 0.1], [-0.1, 0.1, -0.3], [-1.0, -0.4, 0.1], [1.8, 1.2, 0.1], [0.1, 0.1, 0.5], [-2.2, 0.0, 0.4], [1.1, 0.9, -0.3], [-0.8, 0.0, -0.2], [-1.0, -0.8, 1.0], [-0.1, -0.1, -0.1], [-0.4, -0.3, 0.2], [-0.6, 1.0, 0.5], [-1.6, -1.3, 0.7], [-0.2, -0.2, 0.1], [0.0, -0.9, 0.0], [0.1, -0.9, 0.3], [1.2, 1.1, -0.4]],
  "lowdin_charge": [-0.278, -0.091, -0.089, -0.148, -0.213, -0.035, -0.234, -0.447, -0.052, -0.013, -0.034, 0.180, 0.104, 0.155, 0.071, 0.158, 0.133, 0.118, 0.118, 0.085, 0.063, 0.055, 0.047, 0.079, 0.074, 0.087, 0.108]
}

=====

Entry 4:
{
  "formula": "C11H15N",
  "method": "ωB97M-V/def2-TZVPD",
  "smiles": "Cc1c[nH]c2ccccc12.CC",
  "e_above_lowest_ev": 2.7891,
  "homo_lumo_gap_ev": 8.673,
  "species": ["C", "C", "C", "C", "C", "C", "C", "C", "C", "N", "H", "H", "H", "H", "H", "H", "H", "H", "H", "C", "C", "H", "H", "H", "H", "H", "H"],
  "coordinates": [[0.74885, 0.37484, -2.69373], [-1.10823, 0.08517, -0.99665], [-0.42658, 0.91527, -2.02122], [-2.29118, 0.85758, -0.60544], [-1.04823, 2.15166, -2.10962], [-0.79105, -0.93364, -0.14293], [-1.25891, -1.06144, 1.17285], [-2.41106, -0.32948, 1.47376], [-3.03348, 0.56372, 0.60009], [-2.21818, 2.05492, -1.33271], [0.00122, -1.63325, -0.47028], [-0.62245, -1.68233, 1.81403], [-2.79863, -0.60670, 2.39514], [0.42309, -0.25944, -3.51600], [1.19362, -0.18703, -1.85174], [-0.85866, 2.94586, -2.78828], [-2.85615, 2.88680, -1.14193], [-4.03085, 0.93322, 0.77116], [1.40722, 1.33206, -2.98234], [2.90444, -0.41080, 2.20282], [2.68974, -1.69718, 1.43578], [2.52333, 0.43959, 1.76164], [2.20478, -0.69842, 2.94852], [3.96123, -0.06847, 2.38974], [3.04302, -1.60956, 0.39783], [1.61750, -1.82928, 1.46056], [3.03561, -2.53366, 1.82896]],
  "forces_ev_per_a": [[1.6, 2.3, 0.4], [-3.1, 3.6, -0.2], [-1.6, 0.2, 1.1], [1.7, 0.7, 0.4], [-1.0, -3.5, 1.0], [2.4, -2.0, 0.6], [0.6, 0.5, -2.5], [0.2, -0.1, -0.9], [1.5, -0.6, -1.2], [-1.7, 1.7, 0.6], [-0.1, 0.5, 0.4], [-1.1, 0.1, 0.1], [-1.3, 0.1, 1.7], [0.6, 0.0, -0.2], [0.7, -0.1, -1.0], [0.1, 0.6, -0.2], [1.4, -1.9, -0.4], [0.1, 0.4, 0.3], [-1.0, -2.6, 0.2], [1.7, -1.3, 0.4], [-1.2, 3.8, -3.5], [-1.3, 1.5, -1.5], [0.3, 1.1, 2.3], [-1.0, -1.1, 0.7], [-0.2, -0.3, 0.1], [-0.4, -0.1, -0.6], [2.2, -3.6, 2.1]],
  "lowdin_charge": [-0.066, -0.127, -0.276, -0.166, -0.040, -0.072, -0.085, -0.108, -0.014, 0.023, 0.110, 0.096, 0.075, 0.080, 0.068, 0.104, 0.176, 0.094, 0.130, -0.146, -0.156, 0.029, 0.055, 0.090, 0.077, 0.036, 0.012]
}

=====

Entry 5:
{
  "formula": "C11H15N",
  "method": "ωB97M-V/def2-TZVPD",
  "smiles": "Cc1c[nH]c2ccccc12.CC",
  "e_above_lowest_ev": 0.3552,
  "homo_lumo_gap_ev": 8.725,
  "species": ["C", "C", "H", "H", "H", "H", "H", "H", "C", "C", "C", "C", "C", "C", "C", "C", "C", "N", "H", "H", "H", "H", "H", "H", "H", "H", "H"],
  "coordinates": [[-0.78729, 2.72375, -2.42826], [-0.97596, 1.28532, -2.86567], [-1.65799, 3.09707, -1.88414], [0.02064, 2.76076, -1.69000], [-0.54306, 3.46936, -3.18323], [-0.06432, 0.92942, -3.36207], [-1.79814, 1.14734, -3.56117], [-1.03297, 0.60248, -2.01984], [0.49502, -3.56734, 1.04506], [1.02128, 0.15365, 0.94021], [0.17267, -0.95062, 1.15132], [0.93780, -2.14643, 0.92127], [2.19568, -1.73249, 0.61150], [-0.79330, 1.57717, 1.49117], [0.55545, 1.44149, 1.19558], [-1.64522, 0.48503, 1.63598], [-1.19458, -0.80644, 1.40922], [2.25784, -0.35687, 0.60191], [-1.11938, 2.59650, 1.65381], [1.17670, 2.31506, 1.04435], [-2.64633, 0.64294, 1.97570], [-1.79948, -1.69643, 1.33804], [3.05650, 0.24357, 0.51517], [3.00678, -2.35746, 0.27646], [0.68828, -3.98225, 2.03146], [1.01240, -4.18624, 0.31184], [-0.53901, -3.68830, 0.84431]],
  "forces_ev_per_a": [[0.0, 0.3, 1.1], [1.0, -0.2, -0.5], [-0.1, 0.0, -0.1], [0.0, 0.0, -0.1], [-0.1, -0.3, -0.4], [-0.1, 0.2, -0.2], [-0.2, -0.1, 0.1], [-0.5, 0.1, 0.2], [0.9, 0.0, -0.2], [-0.1, -0.5, 0.8], [-0.3, -0.7, -0.6], [0.4, 0.2, 0.1], [-0.2, -0.3, -0.3], [0.9, 0.5, 0.4], [-0.2, -0.1, -0.8], [-0.2, -0.6, -0.1], [0.9, 0.7, -0.1], [-0.3, 0.9, 0.1], [-0.4, -0.1, 0.1], [0.0, 0.0, 0.1], [-0.6, 0.2, -0.2], [-0.4, 0.1, 0.5], [0.2, -0.3, -0.1], [0.3, 0.2, 0.2], [0.0, 0.0, 0.1], [0.1, -0.1, 0.1], [-1.1, 0.0, -0.2]],
  "lowdin_charge": [-0.177, -0.168, 0.060, 0.050, 0.059, 0.063, 0.059, 0.055, -0.044, -0.212, -0.149, -0.228, -0.063, -0.108, -0.032, -0.100, -0.016, 0.073, 0.099, 0.105, 0.090, 0.105, 0.148, 0.121, 0.081, 0.078, 0.054]
}

=====

Entry 6:
{
  "formula": "C11H15N",
  "method": "ωB97M-V/def2-TZVPD",
  "smiles": "Cc1c[nH]c2ccccc12.CC",
  "e_above_lowest_ev": 2.4732,
  "homo_lumo_gap_ev": 9.186,
  "species": ["C", "C", "C", "C", "C", "C", "C", "C", "C", "N", "H", "H", "H", "H", "H", "H", "H", "H", "H", "C", "C", "H", "H", "H", "H", "H", "H"],
  "coordinates": [[-2.22890, -1.95555, 2.11260], [0.03576, 0.88263, 1.19748], [-0.86376, -0.03684, 0.79594], [-1.22849, -0.77908, 2.03272], [-0.51577, -0.31881, 3.10231], [0.08466, 1.84935, -0.99208], [0.48032, 1.93949, 0.28417], [-0.79025, 0.79235, -1.43218], [-1.26331, -0.12915, -0.56015], [0.37306, 0.82112, 2.70249], [0.50316, 2.56236, -1.64907], [1.12458, 2.73054, 0.70473], [-1.16151, 0.74713, -2.52227], [-1.93201, -0.90513, -0.80104], [1.47755, 0.46976, 2.90929], [-0.50568, -0.49809, 4.06766], [-2.13884, -2.58066, 3.07079], [-2.24975, -2.61338, 1.28166], [-3.18506, -1.42505, 2.21176], [2.17945, -0.52473, -3.16343], [2.60886, -1.42519, -4.33675], [2.94303, 0.22332, -3.03348], [1.20036, -0.09997, -3.39098], [2.29106, -1.07260, -2.22946], [2.09789, -2.36810, -4.13780], [3.63281, -1.72955, -4.43992], [2.29956, -0.95519, -5.20310]],
  "forces_ev_per_a": [[0.0, 1.6, 2.4], [2.8, 3.2, 1.4], [-0.5, -1.3, 1.4], [0.3, -1.7, 0.7], [1.0, 2.6, -6.4], [-0.9, -1.1, -0.9], [0.3, -1.6, 3.5], [-0.1, 0.9, -2.1], [0.4, 0.4, 1.5], [1.0, -2.7, -2.0], [0.0, 0.6, -1.0], [-0.3, -0.4, -0.6], [0.9, 0.2, 1.8], [-0.8, -0.7, -0.7], [-3.9, 1.5, -1.0], [-0.2, -1.5, 4.4], [0.2, 1.0, -1.4], [0.1, -0.4, -0.9], [-0.3, -0.6, -0.3], [1.6, -0.5, -0.3], [-0.7, -1.1, 2.3], [-0.1, 1.0, -0.1], [0.2, -0.1, 0.6], [-0.9, -0.1, 0.1], [-0.3, -0.1, -0.8], [0.8, 0.4, 0.3], [-0.7, 0.5, -2.1]],
  "lowdin_charge": [-0.046, -0.179, -0.158, -0.202, -0.066, -0.111, -0.029, -0.098, -0.038, 0.024, 0.088, 0.116, 0.129, 0.095, 0.200, 0.053, 0.098, 0.048, 0.075, -0.160, -0.161, 0.052, 0.055, 0.064, 0.064, 0.056, 0.032]
}